No. 1
Computed, not measured: a cluster of 10 separate species, C58H79IO32S2 in total, with ωB97M-V/def2-TZVPD.

The value obtained for the frontier orbital gap is 7.96 eV. Its structure (SMILES) is COCCCCCCC[C@H]1[C@@H](CC=O)OS(=O)(=O)[C@@](Cc2ccccc2C)(c2ccccc2)[C@]1(I)CCCS.O=C1OCCO1.O=C1OCCO1.O=C1OCCO1.O=C1OCCO1.O=C1OCCO1.O=C1OCCO1.O=C1OCCO1.O=C1OCCO1.O=C1OCCO1. The LUMO energy comes out at -0.3 eV.

ORCA input file:
```
! RIJCOSX wB97M-V def2-TZVPD def2/J DEFGRID3
* xyz 0 1
C 1.878 1.440 2.726
O 2.063 1.866 1.387
C 3.197 1.220 0.775
C 3.192 1.569 -0.703
C 4.443 1.051 -1.422
C 4.309 -0.406 -1.928
C 3.544 -0.494 -3.278
C 2.551 -1.686 -3.146
C 1.290 -1.189 -2.402
C 0.190 -2.236 -2.163
C 0.615 -3.603 -1.603
C 1.434 -4.504 -2.566
C 0.881 -5.914 -2.558
O 1.470 -6.863 -2.102
O 1.171 -3.618 -0.282
S 0.333 -2.662 0.711
O 1.085 -1.443 0.803
O 0.306 -3.292 1.993
C -1.338 -2.307 0.048
C -2.288 -3.552 -0.045
C -2.191 -4.586 1.084
C -1.370 -5.669 0.830
C -1.192 -6.706 1.707
C -1.839 -6.648 2.924
C -2.659 -5.585 3.196
C -2.867 -4.557 2.303
C -3.829 -3.447 2.671
C -2.045 -1.318 0.990
C -3.334 -0.911 0.722
C -4.019 -0.040 1.509
C -3.436 0.508 2.634
C -2.162 0.099 2.938
C -1.489 -0.802 2.146
C -1.093 -1.646 -1.433
I -0.905 0.528 -1.060
C -2.319 -1.865 -2.372
C -2.341 -1.011 -3.665
C -3.662 -0.210 -3.880
S -4.249 0.691 -2.410
H 0.814 1.227 2.898
H 2.177 2.219 3.443
H 2.439 0.529 2.971
H 3.074 0.144 0.963
H 4.084 1.646 1.266
H 3.189 2.666 -0.771
H 2.239 1.243 -1.137
H 5.336 1.086 -0.786
H 4.575 1.675 -2.315
H 3.759 -0.990 -1.177
H 5.282 -0.880 -2.092
H 3.002 0.431 -3.505
H 4.188 -0.744 -4.128
H 2.257 -2.101 -4.120
H 3.080 -2.449 -2.563
H 0.868 -0.466 -3.106
H 1.670 -0.720 -1.495
H -0.174 -2.483 -3.172
H -0.320 -4.188 -1.524
H 2.471 -4.499 -2.214
H 1.387 -4.057 -3.563
H -0.136 -6.052 -3.000
H -3.340 -3.262 -0.097
H -2.150 -4.125 -0.968
H -0.857 -5.723 -0.132
H -0.555 -7.543 1.437
H -1.697 -7.461 3.628
H -3.148 -5.604 4.168
H -4.457 -3.812 3.494
H -3.325 -2.558 3.056
H -4.479 -3.207 1.826
H -3.866 -1.290 -0.146
H -5.036 0.236 1.242
H -4.014 1.222 3.209
H -1.700 0.501 3.837
H -0.499 -1.071 2.491
H -3.275 -1.778 -1.857
H -2.236 -2.920 -2.678
H -1.454 -0.387 -3.800
H -2.310 -1.705 -4.515
H -3.423 0.538 -4.644
H -4.435 -0.848 -4.308
H -4.011 2.005 -2.588
C -1.883 4.275 2.537
C -0.708 4.888 3.262
O -1.113 4.789 4.633
C -2.010 3.774 4.725
O -2.416 3.327 5.751
O -2.393 3.350 3.502
H -1.597 3.759 1.624
H -2.660 5.003 2.302
H 0.217 4.325 3.122
H -0.536 5.925 2.983
C 5.435 -4.207 0.142
C 4.671 -3.867 1.399
O 5.377 -2.723 1.884
C 6.004 -2.143 0.835
O 6.531 -1.077 0.879
O 5.946 -2.934 -0.269
H 4.802 -4.637 -0.631
H 6.275 -4.879 0.328
H 3.635 -3.586 1.200
H 4.684 -4.671 2.131
C -3.643 -3.081 -8.431
C -4.299 -2.857 -7.089
O -3.586 -1.727 -6.580
C -3.069 -1.051 -7.643
O -2.565 0.020 -7.571
O -3.207 -1.767 -8.786
H -4.329 -3.475 -9.177
H -2.772 -3.736 -8.369
H -5.356 -2.598 -7.177
H -4.199 -3.711 -6.422
C 6.193 0.765 3.832
C 7.008 1.290 4.988
O 7.004 2.699 4.753
C 5.916 2.992 4.000
O 5.534 4.094 3.771
O 5.315 1.863 3.539
H 5.624 -0.126 4.086
H 6.802 0.557 2.950
H 6.540 1.092 5.955
H 8.024 0.902 4.999
C 2.965 -8.485 -5.137
C 3.453 -7.074 -4.925
O 3.590 -6.581 -6.258
C 2.767 -7.316 -7.054
O 2.517 -7.056 -8.184
O 2.265 -8.383 -6.379
H 2.304 -8.826 -4.343
H 3.783 -9.199 -5.248
H 2.731 -6.456 -4.393
H 4.405 -7.031 -4.398
C -5.950 4.447 -1.946
C -6.463 5.638 -1.168
O -6.258 5.228 0.187
C -5.280 4.298 0.198
O -4.757 3.880 1.183
O -4.963 3.900 -1.062
H -5.504 4.724 -2.899
H -6.721 3.695 -2.120
H -5.884 6.544 -1.355
H -7.512 5.849 -1.354
C -4.386 6.791 5.450
C -3.624 7.448 6.573
O -3.637 8.829 6.183
C -4.694 9.018 5.360
O -5.084 10.079 4.988
O -5.257 7.834 5.007
H -4.954 5.924 5.777
H -3.745 6.499 4.616
H -4.127 7.347 7.536
H -2.606 7.079 6.666
C 10.185 0.372 0.444
C 9.593 1.589 1.115
O 9.639 1.231 2.498
C 10.612 0.296 2.654
O 11.013 -0.087 3.704
O 11.061 -0.145 1.450
H 10.734 0.615 -0.462
H 9.430 -0.383 0.213
H 10.195 2.487 0.961
H 8.572 1.789 0.800
C -7.059 9.730 1.981
C -7.525 8.549 2.793
O -8.158 7.720 1.808
C -7.627 8.037 0.604
O -7.811 7.420 -0.399
O -6.855 9.148 0.687
H -6.140 10.167 2.363
H -7.817 10.511 1.900
H -6.700 7.999 3.239
H -8.227 8.828 3.574
*
```

No. 2
Computed, not measured: a structure of composition C13H21FN2O6Pd, with ωB97M-V/def2-TZVPD.

The value obtained for the frontier orbital gap is 4.96 eV. Its energy relative to the best compared isomer or geometry (same formula, charge and spin) is 94.4 kJ/mol. The LUMO energy comes out at 5.2 eV.

ORCA input file:
```
! RIJCOSX wB97M-V def2-TZVPD def2/J DEFGRID3
* xyz -2 1
Pd 0.071 -0.817 0.555
C -2.927 -0.911 1.074
O -3.139 -2.198 1.638
C -1.987 -2.727 2.272
C -1.229 -3.594 1.282
O -0.046 -4.081 1.893
C 0.897 -4.490 0.939
H -2.832 -0.142 1.846
H -3.784 -0.703 0.432
H -2.036 -0.832 0.414
H -2.324 -3.320 3.128
H -1.336 -1.927 2.651
H -0.998 -2.990 0.389
H -1.853 -4.450 0.970
H 0.513 -5.326 0.330
H 1.788 -4.823 1.473
H 1.163 -3.657 0.278
F 2.616 3.657 -3.816
C 2.479 2.603 -2.933
C 2.068 1.369 -3.404
C 1.925 0.320 -2.516
C 2.185 0.451 -1.131
C 2.018 -0.634 -0.195
C 2.617 1.736 -0.716
C 2.757 2.797 -1.591
H 1.842 1.242 -4.456
H 1.554 -0.630 -2.882
H 2.562 -0.478 0.744
H 2.201 -1.627 -0.619
H 2.814 1.895 0.339
H 3.079 3.771 -1.240
O -0.860 0.516 4.998
N -0.944 1.374 4.091
O -1.057 2.587 4.388
O -0.905 1.028 2.891
C -1.106 3.398 -2.388
C -1.426 2.309 -1.371
N -0.642 2.335 -0.281
O -2.315 1.495 -1.581
H -0.932 4.361 -1.907
H -1.933 3.481 -3.091
H -0.197 3.122 -2.925
H 0.104 3.009 -0.273
H -0.446 1.500 0.299
*
```

No. 3
Computed, not measured: a structure of composition C40H45F5N5O2P2S2Ti, with ωB97M-V/def2-TZVPD.

The value obtained for the frontier orbital gap is 6.57 eV. Its energy relative to the best compared isomer or geometry (same formula, charge and spin) is 98.9 kJ/mol. The LUMO energy comes out at -3.7 eV.

ORCA input file:
```
! RIJCOSX wB97M-V def2-TZVPD def2/J DEFGRID3
* xyz 1 1
Ti 0.032 0.595 0.005
C 2.256 -2.338 2.615
C 1.015 -1.560 3.041
C -0.277 -2.329 2.803
P 0.983 0.162 2.374
C 2.593 0.817 2.990
C 3.680 0.668 1.923
C 2.600 2.239 3.553
C -0.423 0.796 3.292
C -0.472 0.880 4.681
C -1.678 1.073 5.331
C -2.849 1.131 4.581
C -2.813 1.043 3.200
C -1.592 0.910 2.540
N -1.519 0.830 1.119
C -2.476 1.620 0.380
C -2.960 2.829 0.884
C -3.892 3.556 0.167
C -4.346 3.097 -1.065
C -3.821 1.930 -1.593
C -2.864 1.194 -0.895
P -1.954 -0.235 -1.546
C -3.186 -1.581 -1.225
C -2.985 -2.893 -1.977
C -3.371 -1.807 0.272
C -1.747 -0.220 -3.374
C -2.999 0.064 -4.204
C -0.552 0.561 -3.911
H 2.180 -3.364 2.978
H 3.176 -1.918 3.022
H 2.357 -2.375 1.531
H 1.088 -1.344 4.117
H -0.435 -2.540 1.748
H -1.147 -1.798 3.193
H -0.209 -3.283 3.329
H 2.802 0.124 3.813
H 3.488 1.365 1.108
H 3.755 -0.339 1.509
H 4.648 0.930 2.352
H 2.625 2.978 2.757
H 3.503 2.356 4.154
H 1.742 2.463 4.183
H 0.438 0.779 5.260
H -1.713 1.151 6.408
H -3.805 1.240 5.076
H -3.733 1.077 2.633
H -2.599 3.202 1.833
H -4.262 4.488 0.572
H -5.090 3.655 -1.618
H -4.157 1.594 -2.563
H -4.098 -1.105 -1.612
H -2.126 -3.445 -1.606
H -2.876 -2.756 -3.051
H -3.873 -3.508 -1.821
H -2.480 -2.251 0.711
H -4.204 -2.495 0.425
H -3.601 -0.884 0.806
H -1.494 -1.278 -3.498
H -3.207 1.133 -4.256
H -3.889 -0.450 -3.838
H -2.825 -0.277 -5.225
H -0.755 1.630 -3.957
H -0.344 0.216 -4.925
H 0.352 0.393 -3.324
N 4.931 -6.629 -0.930
C 3.969 -5.662 -0.995
C 3.002 -5.549 0.012
C 2.050 -4.555 -0.047
C 2.052 -3.638 -1.099
C 2.992 -3.764 -2.121
C 3.939 -4.759 -2.068
S 0.770 -2.473 -1.195
O 0.488 -2.254 -2.590
O -0.275 -2.901 -0.303
N 1.231 -1.014 -0.549
C 2.169 -0.242 -1.223
N 3.169 -0.700 -1.960
C 3.959 0.242 -2.468
C 3.784 1.610 -2.254
C 2.704 1.985 -1.485
N 1.898 1.047 -0.991
H 4.826 -7.385 -0.277
H 5.483 -6.828 -1.745
H 2.988 -6.260 0.827
H 1.280 -4.506 0.708
H 2.967 -3.086 -2.960
H 4.661 -4.859 -2.867
H 4.783 -0.107 -3.080
H 4.458 2.339 -2.674
H 2.455 3.012 -1.241
F -2.209 6.530 -2.808
C -1.555 5.736 -1.969
C -1.356 4.402 -2.281
F -1.822 3.890 -3.419
C -0.671 3.619 -1.377
F -0.515 2.290 -1.677
C -0.179 4.055 -0.168
S 0.587 2.950 0.966
C -0.382 5.403 0.109
F 0.055 5.929 1.252
C -1.060 6.233 -0.771
F -1.244 7.511 -0.468
*
```

No. 4
Computed, not measured: a structure of composition C9H26N2O7Ru, with ωB97M-V/def2-TZVPD.

The value obtained for the frontier orbital gap (alpha / beta) is 6.32 / 7.25 eV. Its energy relative to the best compared isomer or geometry (same formula, charge and spin) is 43.1 kJ/mol. The LUMO energy (alpha / beta) comes out at -2.4 / -3.7 eV.

ORCA input file:
```
! RIJCOSX wB97M-V def2-TZVPD def2/J DEFGRID3
* xyz 1 6
O 3.080 1.345 -1.611
H 3.463 2.014 -2.203
Ru 0.717 0.088 -0.313
N -1.094 0.056 -1.092
N 1.059 -0.672 -2.088
O -2.327 0.410 -0.483
O 2.321 -0.835 -2.631
C -1.242 -0.622 -2.255
C -0.005 -0.991 -2.859
C -2.608 -0.942 -2.740
C 0.158 -1.627 -4.187
H -3.183 -0.034 -2.964
H -3.186 -1.533 -2.018
H -2.545 -1.535 -3.656
H 1.194 -1.936 -4.344
H -0.133 -0.933 -4.988
H -0.506 -2.497 -4.261
H -2.353 1.387 -0.278
H 2.808 0.022 -2.277
O 0.707 -2.380 0.375
H 0.138 -2.821 1.032
H 1.148 -3.101 -0.112
C 1.665 1.885 -1.169
H 1.634 1.974 -0.062
H 0.841 1.431 -1.780
H 1.567 2.921 -1.539
O -3.335 3.096 0.257
H -3.249 3.730 -0.478
H -2.828 3.517 0.978
C 3.437 -0.840 1.135
O 2.473 0.236 0.996
C 2.170 0.917 2.259
C 0.928 0.351 2.920
O -0.104 0.155 1.927
C -1.218 -0.580 2.472
H 3.584 -1.261 0.136
H 3.037 -1.592 1.832
H 4.371 -0.401 1.518
H 3.042 0.806 2.921
H 2.018 1.978 2.014
H 1.154 -0.606 3.418
H 0.534 1.054 3.671
H -1.907 -0.794 1.655
H -0.871 -1.519 2.932
H -1.710 0.040 3.232
*
```

Max |F| per entry: 3.420; 0.589; 1.215; 4.288 eV/A